{
  "formula": "C39H34Cl2FeIN6O5Te2",
  "method": "ωB97M-V/def2-TZVPD",
  "species": ["Fe", "C", "C", "C", "C", "C", "O", "C", "C", "C", "C", "C", "C", "C", "O", "C", "C", "C", "N", "C", "C", "Te", "C", "C", "C", "C", "C", "C", "C", "C", "C", "C", "C", "C", "H", "H", "H", "H", "H", "H", "H", "H", "H", "H", "H", "H", "H", "H", "H", "H", "H", "H", "H", "H", "H", "H", "H", "H", "C", "Te", "C", "H", "H", "H", "H", "H", "H", "I", "C", "C", "N", "N", "C", "H", "H", "H", "Cl", "C", "Cl", "C", "O", "O", "H", "O", "N", "C", "C", "N", "C", "N"],
  "positions_angstrom": [[-1.347, -0.707, -0.532], [4.215, -0.465, 3.846], [3.166, -0.538, 2.734], [3.596, -1.091, 1.485], [2.675, -1.004, 0.395], [3.028, -1.619, -0.911], [2.883, -2.835, -1.066], [3.500, -0.799, -2.042], [3.735, 0.611, -2.074], [4.042, 1.205, -3.279], [4.218, 0.450, -4.462], [4.191, -0.948, -4.371], [3.830, -1.519, -3.176], [1.360, -0.557, 0.583], [0.567, -0.447, -0.449], [0.923, -0.187, 1.896], [1.847, -0.190, 2.916], [-0.423, 0.339, 2.285], [-1.442, 0.367, 1.476], [-2.713, 0.957, 1.885], [-3.142, 2.146, 1.061], [-2.252, 4.182, 1.233], [-0.942, 3.185, -1.880], [-1.430, 4.189, -2.793], [-1.129, 4.060, -4.070], [-0.120, 3.129, -4.580], [0.601, 2.124, -3.954], [0.339, 1.602, -2.590], [-0.621, 0.891, 3.660], [-0.151, 2.188, 3.912], [-0.131, 2.656, 5.245], [-0.666, 1.850, 6.271], [-1.352, 0.690, 5.952], [-1.298, 0.166, 4.671], [4.987, -1.191, 3.648], [3.731, -0.607, 4.769], [4.705, 0.483, 3.879], [4.652, -1.464, 1.377], [3.564, 1.270, -1.183], [4.012, 2.328, -3.242], [4.241, 0.914, -5.465], [4.311, -1.555, -5.207], [3.685, -2.601, -3.247], [1.566, 0.212, 3.849], [-2.771, 1.267, 2.976], [-3.464, 0.205, 1.648], [-4.152, 2.307, 1.426], [-3.140, 1.958, -0.052], [-2.320, 4.734, -2.466], [-1.667, 4.669, -4.770], [0.047, 3.233, -5.693], [1.316, 1.486, -4.589], [0.560, 0.564, -2.407], [0.352, 2.825, 3.181], [0.227, 3.644, 5.453], [-0.618, 2.211, 7.279], [-1.937, 0.190, 6.708], [-1.764, -0.823, 4.392], [-5.388, -1.539, 1.311], [-4.294, -1.266, -0.541], [-4.101, -3.399, -1.016], [-4.730, -1.971, 2.062], [-6.198, -2.230, 1.153], [-5.760, -0.586, 1.712], [-4.714, -3.810, -0.277], [-3.059, -3.680, -0.892], [-4.385, -3.395, -2.037], [0.298, -4.852, 4.083], [-0.008, -3.976, 2.223], [0.800, -4.029, 1.138], [0.292, -3.178, 0.255], [-0.830, -2.540, 0.749], [-1.001, -3.000, 2.010], [1.647, -4.700, 0.921], [0.435, -3.081, -0.769], [-1.731, -2.530, 2.611], [0.459, -3.615, -3.947], [-1.025, -2.691, -4.284], [-0.483, -1.219, -5.158], [-1.814, -2.158, -3.114], [-2.949, -1.827, -3.421], [-1.186, -2.014, -2.042], [-1.582, -3.348, -4.923], [-1.721, 1.006, -1.345], [-1.144, 1.745, -2.407], [0.689, 2.765, -1.684], [1.800, 3.654, -1.897], [2.602, 4.450, -2.044], [-0.267, 3.205, -0.611], [-0.331, 3.467, 0.640]],
  "s_squared": 8.76,
  "lumo_ha": [-0.0077, -0.0383],
  "total_energy_ha": -5228.850318,
  "multiplicity": 6,
  "orbital_gap_ev": [7.89, 6.88],
  "largest_force_ha_per_bohr": 0.06500
}